1.
The following is a DFT calculation (ωB97M-V/def2-TZVPD) of a cluster of 9 separate species, C25H50NO34S8 in total in a non-equilibrium geometry.

Positions of all 118 atoms, in Å:
S  -0.857  -8.037  1.322
S  7.776  4.080  -1.436
S  -5.450  3.047  -2.748
S  -0.029  -5.067  5.934
S  -6.661  1.352  0.695
S  1.397  3.017  3.013
S  2.331  5.275  -1.782
S  -2.488  -1.110  -4.889
O  6.669  4.912  -1.759
O  1.033  2.100  4.028
O  -2.238  -8.812  1.024
O  -1.002  -1.580  -5.312
O  -1.379  -4.909  6.341
O  3.345  4.054  -2.088
O  2.644  5.805  -0.503
O  9.100  4.380  -1.839
O  -5.821  2.130  -1.722
O  1.507  -1.374  0.009
O  0.799  2.997  1.712
O  -2.907  -0.097  -5.788
O  -5.565  4.550  -2.163
O  0.136  -8.524  0.432
O  -1.143  -6.650  1.463
O  1.012  4.854  -2.140
O  -6.026  3.033  -4.047
O  -5.411  1.689  0.111
O  0.001  -5.871  4.532
O  1.279  4.510  3.588
O  -3.257  -2.476  -5.260
O  2.864  6.287  -2.910
O  -3.836  3.009  -2.904
O  -2.527  -0.944  -3.476
O  2.997  2.976  2.831
O  -7.060  2.518  1.741
O  7.779  3.815  0.156
O  -7.802  1.023  -0.078
O  7.429  2.571  -1.900
O  0.504  -3.645  5.375
O  0.968  -5.618  6.780
O  -6.423  0.171  1.779
O  -0.574  -8.656  2.782
O  2.777  -2.361  -1.612
N  0.492  1.745  -0.701
C  -0.628  -2.287  -0.939
C  0.248  -4.960  3.460
C  -1.608  -0.448  0.700
C  -2.407  -3.289  -6.074
C  -1.718  -9.392  3.225
C  3.512  4.313  2.917
C  2.644  -1.579  -0.732
C  2.586  5.021  3.885
C  -3.325  4.341  -2.810
C  3.965  4.271  -3.362
C  -7.235  1.958  3.045
C  7.281  2.504  0.430
C  -4.265  5.051  -1.853
C  -1.896  -1.713  -0.191
C  -0.838  1.219  -1.194
C  1.060  -3.836  4.074
C  -1.838  0.918  -0.027
C  4.073  5.775  -3.489
C  -2.383  -9.888  1.956
C  3.834  -0.637  -0.385
C  -6.325  0.745  3.083
C  0.614  -2.516  0.010
C  -1.002  -2.983  -5.593
C  7.630  1.683  -0.796
C  3.942  -0.177  0.877
H  2.823  4.768  4.920
H  0.578  1.768  0.330
H  -6.980  2.690  3.810
H  -2.724  -1.494  -0.920
H  0.185  -2.575  1.051
H  6.198  2.573  0.566
H  -1.688  1.735  0.739
H  -3.433  -10.130  2.104
H  0.779  -5.458  2.651
H  1.003  -2.916  3.493
H  4.915  6.161  -2.914
H  1.102  -3.498  -0.178
H  3.104  -0.395  1.582
H  7.735  2.107  1.336
H  -0.590  -0.465  1.184
H  1.261  1.186  -1.094
H  -4.040  4.796  -0.814
H  -2.663  -4.341  -5.966
H  -2.302  -2.520  0.482
H  -4.236  6.133  -1.973
H  -0.775  -3.516  -4.666
H  -6.622  0.026  3.843
H  4.549  -0.326  -1.179
H  -1.303  2.038  -1.807
H  -1.863  -10.760  1.551
H  -8.283  1.669  3.154
H  -0.714  -4.597  3.092
H  -2.338  -0.483  1.557
H  2.107  -4.126  4.193
H  -1.415  -10.208  3.880
H  8.681  1.386  -0.788
H  -2.296  4.334  -2.453
H  -2.370  -8.709  3.774
H  -2.875  1.050  -0.430
H  3.310  3.856  -4.133
H  2.610  6.102  3.762
H  -2.544  -2.987  -7.115
H  -3.362  4.789  -3.806
H  3.460  4.760  1.920
H  4.831  0.392  1.225
H  -0.663  0.373  -1.897
H  -0.910  -3.295  -1.344
H  -0.247  -3.222  -6.341
H  7.005  0.798  -0.896
H  -5.283  1.037  3.247
H  4.165  6.094  -4.525
H  -0.279  -1.656  -1.792
H  4.545  4.307  3.257
H  4.935  3.781  -3.409
H  0.612  2.704  -1.075

Properties
Lowest unoccupied orbital energy in Ha: -0.084
Electronic energy in eV: -184507.676
Strongest force on any atom in eV Å⁻¹: 5.4
Charge: +1
Highest occupied orbital energy in eV: -11.52
Orbital gap in Eh: 0.339

Löwdin atomic charge list, values in e, 2 entries: S 0.619; S 0.633

2.
The following is a DFT calculation (ωB97M-V/def2-TZVPD) of a structure of composition C8H18I2NOOsP2 in a non-equilibrium geometry.

Positions of all 33 atoms, in Å:
Os  -0.299  0.455  0.251
I  0.820  2.409  -1.278
I  0.727  -2.751  -0.275
P  -1.471  -0.221  -1.742
P  1.695  0.137  1.577
O  -1.643  2.610  1.863
N  -2.422  -1.318  1.652
C  3.161  0.960  0.858
C  -0.845  0.306  -3.394
C  2.499  -1.438  2.160
C  -3.126  0.583  -1.635
C  -1.853  -1.965  -2.145
C  -1.197  1.738  1.220
C  1.410  1.047  3.133
C  -1.568  -0.675  1.155
H  4.040  0.774  1.485
H  2.299  1.001  3.773
H  -0.840  1.404  -3.467
H  -1.489  -0.146  -4.168
H  1.163  2.086  2.895
H  -2.468  -2.397  -1.356
H  -0.883  -2.485  -2.158
H  0.178  -0.076  -3.489
H  -3.662  0.486  -2.584
H  3.474  -1.265  2.656
H  -3.693  0.062  -0.859
H  -2.320  -2.111  -3.123
H  2.658  -2.068  1.260
H  -3.014  1.643  -1.372
H  1.801  -1.962  2.825
H  3.339  0.556  -0.141
H  2.969  2.032  0.773
H  0.559  0.587  3.650

Properties
Energy relative to the best compared isomer or geometry (same formula, charge and spin) in kJ/mol: 0.0
Lowest unoccupied orbital energy (spin up / spin down) in Ha: -0.494 / -0.556
Electronic energy in eV: -49338.563
Strongest force on any atom in eV Å⁻¹: 7.7
Charge: +3
Highest occupied orbital energy (spin up / spin down) in eV: -20.65 / -20.74
Orbital gap (spin up / spin down) in Eh: 0.265 / 0.206
2S+1: 5

natural (NBO) atomic charge list, values in e, 2 entries: Os 0.135; I 0.570

3.
The following is a DFT calculation (ωB97M-V/def2-TZVPD) of a structure of composition C14H26O6Tl in a non-equilibrium geometry.

Positions of all 47 atoms, in Å:
Tl  0.757  1.289  2.073
O  -1.603  -1.285  -2.262
O  -2.900  -2.601  -3.359
O  -4.344  -0.694  2.361
O  0.803  4.702  -2.107
O  7.649  -0.957  4.571
O  5.445  -1.224  3.708
C  1.542  5.679  -2.794
C  -4.166  -2.663  -3.925
C  2.714  5.187  -3.690
C  -6.053  -1.332  3.887
C  8.826  -1.741  4.492
C  8.350  -3.014  3.988
C  -3.432  -0.332  -3.609
C  -6.405  -1.946  1.525
C  -2.569  -1.366  -2.987
C  -4.491  -1.253  -4.183
C  -5.305  -1.709  2.621
C  6.837  -3.080  4.504
C  0.592  6.414  -3.842
C  6.496  -1.636  4.279
H  3.578  4.897  -3.092
H  -5.400  -0.974  4.684
H  -5.403  -1.066  -3.617
H  -4.140  -3.308  -4.803
H  2.154  6.237  -2.086
H  -4.852  -3.161  -3.240
H  8.314  -3.119  2.903
H  -4.786  -2.643  2.838
H  6.502  -3.261  5.526
H  -3.834  0.239  -2.772
H  9.339  -1.907  5.440
H  0.336  5.719  -4.642
H  -0.335  6.694  -3.341
H  0.957  7.308  -4.348
H  9.464  -1.146  3.838
H  -7.226  -1.237  1.418
H  2.527  4.323  -4.327
H  -6.608  -2.124  4.390
H  -6.926  -0.728  3.642
H  -6.927  -2.899  1.603
H  -6.004  -1.925  0.512
H  -4.676  -1.103  -5.247
H  2.983  5.948  -4.422
H  9.006  -3.771  4.416
H  -2.912  0.194  -4.410
H  6.126  -3.626  3.885

Properties
Lowest unoccupied orbital energy in Ha: -0.289
Electronic energy in eV: -31900.809
Strongest force on any atom in eV Å⁻¹: 4.8
Charge: +1
Highest occupied orbital energy in eV: -9.37
Orbital gap in Eh: 0.055

natural (NBO) atomic charge list, values in e, 2 entries: Tl 0.998; O -0.591

4.
The following is a DFT calculation (ωB97M-V/def2-TZVPD) of a cluster of 32 separate species, H64O32 in total in a non-equilibrium geometry.

Positions of all 96 atoms, in Å:
O  -1.949  1.967  -2.364
O  -4.417  2.975  2.063
O  2.693  -1.751  3.183
O  2.714  0.252  -0.807
O  -1.210  -3.457  1.941
O  4.866  -1.050  1.247
O  -1.270  -2.231  -5.094
O  -2.239  -2.530  -2.496
O  1.721  -1.281  -3.012
O  0.033  -0.157  4.162
O  -2.234  3.612  -0.028
O  4.672  2.147  -1.029
O  1.221  2.675  -1.565
O  -0.119  -2.333  -0.179
O  -1.055  3.168  4.292
O  -4.701  -0.939  0.625
O  -2.490  -0.955  2.758
O  -4.002  -0.118  -1.881
O  2.518  -3.146  -0.373
O  -3.324  1.871  4.692
O  0.584  2.842  2.161
O  -1.787  0.470  0.273
O  -3.542  -3.482  0.167
O  0.838  -3.645  -3.624
O  1.050  0.268  1.361
O  6.673  1.103  1.058
O  -4.552  -0.760  4.735
O  1.814  2.734  -4.444
O  2.639  4.333  -0.139
O  1.503  -3.755  1.933
O  -0.069  0.292  -3.920
O  3.631  0.674  -4.466
H  -0.610  -2.849  0.452
H  6.407  0.204  0.878
H  -0.810  -0.438  3.842
H  -0.366  -3.757  2.173
H  0.233  -0.100  1.035
H  -4.778  0.403  -2.147
H  -2.738  -1.680  -2.634
H  -0.428  2.971  3.631
H  2.140  0.404  0.012
H  -1.968  0.004  -0.555
H  2.489  -1.566  4.163
H  2.030  -3.406  1.071
H  -0.222  0.643  4.624
H  -3.688  2.121  3.848
H  -2.685  -0.346  2.030
H  2.025  -1.288  -2.093
H  0.708  2.847  -2.378
H  -4.886  -0.891  1.587
H  2.135  -2.505  2.896
H  1.615  1.849  -1.539
H  -0.694  -2.145  -0.950
H  3.436  0.860  -0.814
H  4.171  -0.884  0.548
H  3.042  -0.073  -4.158
H  -2.214  3.368  -0.949
H  -1.303  3.595  0.251
H  -1.549  -2.718  2.474
H  -1.828  1.412  0.115
H  1.121  -4.226  -4.330
H  2.111  3.675  -0.627
H  -2.666  1.414  -2.088
H  4.275  -1.014  2.006
H  -1.433  3.980  3.900
H  4.082  0.968  -3.680
H  1.485  -2.200  -3.262
H  -3.013  -3.453  -0.595
H  3.237  -2.712  -0.813
H  0.939  1.986  2.108
H  -4.518  -1.009  5.662
H  -2.425  2.221  4.821
H  -1.742  -2.320  -5.923
H  -4.298  -1.830  0.540
H  1.640  -3.033  -0.807
H  2.596  5.086  -0.700
H  5.225  1.908  -0.271
H  1.816  -4.633  1.959
H  0.530  -0.305  -3.410
H  -2.978  -3.781  0.869
H  1.650  2.845  -5.432
H  -1.373  1.374  -2.862
H  -4.172  -0.125  -0.922
H  -3.650  3.030  1.506
H  1.153  3.431  1.663
H  -4.547  3.919  2.266
H  0.367  1.137  -4.056
H  7.598  0.999  0.743
H  1.274  -0.313  2.111
H  4.270  2.956  -0.801
H  -3.095  -0.739  3.492
H  -4.591  0.259  4.784
H  0.067  -3.244  -3.959
H  -2.121  -2.992  -3.375
H  -1.198  -1.220  -4.886
H  2.503  2.136  -4.272

Properties
Energy relative to the best compared isomer or geometry (same formula, charge and spin) in kJ/mol: 111.7
Lowest unoccupied orbital energy in Ha: -0.005
Electronic energy in eV: -66564.924
Strongest force on any atom in eV Å⁻¹: 4.2
Highest occupied orbital energy in eV: -10.79
Orbital gap in Eh: 0.392

Löwdin atomic charge list, values in e, 2 entries: O -0.048; O -0.044

The evaluated M for the records listed, in turn: 1165.18; 650.22; 494.74; 576.48 g mol⁻¹.